No. 1
Molecular formula: C18H60N18O12
Method: DFT, ωB97M-V/def2-TZVPD

Each atom is followed by the atoms it is bonded to, with distances in Å.
Cartesian coordinates (Å):
1 N -3.990 -3.747 2.481  C2 1.352, H5 1.003, H6 1.003
2 C -3.141 -2.904 1.850  N1 1.352, N3 1.350, O4 1.239
3 N -2.206 -3.409 1.017  C2 1.350, H7 1.004, H8 1.002
4 O -3.241 -1.679 1.999  C2 1.239
5 H -3.979 -4.730 2.283  N1 1.003
6 H -4.778 -3.316 2.926  N1 1.003
7 H -1.722 -2.728 0.460  N3 1.004
8 H -1.932 -4.373 1.021  N3 1.002
9 N -3.320 -0.956 -3.885  C10 1.366, H13 1.005, H14 1.002
10 C -3.574 -1.175 -2.561  N9 1.366, N11 1.358, O12 1.231
11 N -4.617 -0.472 -2.049  C10 1.358, H15 1.004, H16 1.007
12 O -2.904 -1.976 -1.909  C10 1.231
13 H -2.505 -1.429 -4.234  N9 1.005
14 H -3.928 -0.383 -4.438  N9 1.002
15 H -5.253 -0.033 -2.689  N11 1.004
16 H -4.920 -0.782 -1.140  N11 1.007
17 N 1.250 -1.581 3.674  C18 1.371, H21 1.005, H22 1.000
18 C 1.472 -2.573 2.754  N17 1.371, N19 1.371, O20 1.219
19 N 2.720 -2.434 2.205  C18 1.371, H23 1.005, H24 1.003
20 O 0.692 -3.456 2.441  C18 1.219
21 H 0.303 -1.376 3.943  N17 1.005
22 H 2.052 -1.140 4.079  N17 1.000
23 H 3.060 -3.219 1.678  N19 1.005
24 H 3.287 -1.621 2.360  N19 1.003
25 N 5.554 2.148 1.116  C26 1.357, H29 1.002, H30 1.003
26 C 4.267 1.719 1.154  N25 1.357, N27 1.371, O28 1.227
27 N 3.504 2.153 0.100  C26 1.371, H31 1.008, H32 1.006
28 O 3.804 1.081 2.093  C26 1.227
29 H 5.950 2.574 0.300  N25 1.002
30 H 6.181 1.860 1.843  N25 1.003
31 H 2.586 1.783 -0.091  N27 1.008
32 H 4.064 2.488 -0.666  N27 1.006
33 N -1.543 -0.291 5.062  C34 1.376, H37 1.004, H38 1.001
34 C -2.099 0.860 4.551  N33 1.376, N35 1.347, O36 1.223
35 N -2.900 0.672 3.485  C34 1.347, H39 1.011, H40 1.015
36 O -1.826 1.927 5.082  C34 1.223
37 H -1.904 -1.198 4.826  N33 1.004
38 H -0.773 -0.176 5.692  N33 1.001
39 H -3.419 1.498 3.220  N35 1.011
40 H -3.012 -0.206 2.989  N35 1.015
41 N -0.196 -2.081 -3.417  C42 1.357, H45 1.006, H46 0.998
42 C 0.116 -3.336 -3.004  N41 1.357, N43 1.351, O44 1.229
43 N -0.827 -3.942 -2.250  C42 1.351, H47 1.017, H48 1.000
44 O 1.203 -3.844 -3.273  C42 1.229
45 H -0.987 -1.623 -2.995  N41 1.006
46 H 0.358 -1.600 -4.093  N41 0.998
47 H -1.702 -3.433 -2.153  N43 1.017
48 H -0.744 -4.863 -1.871  N43 1.000
49 N 1.159 3.275 2.658  C50 1.365, H53 1.004, H54 1.001
50 C 1.090 2.948 3.981  N49 1.365, N51 1.373, O52 1.212
51 N 1.929 1.911 4.306  C50 1.373, H55 1.010, H56 1.001
52 O 0.343 3.472 4.779  C50 1.212
53 H 1.883 2.898 2.071  N49 1.004
54 H 0.559 3.968 2.258  N49 1.001
55 H 2.407 1.390 3.585  N51 1.010
56 H 1.971 1.556 5.241  N51 1.001
57 N 0.955 0.846 -5.089  C58 1.374, H61 1.003, H62 1.011
58 C 1.913 0.070 -4.482  N57 1.374, N59 1.358, O60 1.229
59 N 2.456 -0.878 -5.287  C58 1.358, H63 1.003, H64 1.006
60 O 2.085 0.155 -3.268  C58 1.229
61 H 0.711 0.750 -6.057  N57 1.003
62 H 0.477 1.507 -4.493  N57 1.011
63 H 2.075 -0.877 -6.215  N59 1.003
64 H 2.905 -1.681 -4.881  N59 1.006
65 N -1.977 1.745 -2.762  C66 1.370, H69 1.001, H70 1.006
66 C -1.455 2.662 -3.635  N65 1.370, N67 1.366, O68 1.219
67 N -0.197 3.038 -3.261  C66 1.366, H71 1.004, H72 1.012
68 O -2.034 3.084 -4.622  C66 1.219
69 H -2.941 1.476 -2.759  N65 1.001
70 H -1.425 1.532 -1.948  N65 1.006
71 H 0.246 3.766 -3.793  N67 1.004
72 H 0.174 2.759 -2.361  N67 1.012
73 C -4.171 2.490 0.207  C74 1.524, H77 1.092, H78 1.090, H79 1.093
74 C -5.181 2.962 1.246  C73 1.524, C75 1.528, O76 1.426, H80 1.099
75 C -6.478 2.159 1.167  C74 1.528, H81 1.090, H82 1.091, H83 1.088
76 O -4.691 2.889 2.583  C74 1.426, H84 0.965
77 H -4.135 1.398 0.215  C73 1.092
78 H -3.177 2.909 0.365  C73 1.090
79 H -4.524 2.817 -0.774  C73 1.093
80 H -5.434 3.998 0.985  C74 1.099
81 H -7.126 2.550 1.952  C75 1.090
82 H -6.234 1.113 1.357  C75 1.091
83 H -6.972 2.302 0.208  C75 1.088
84 H -4.059 3.616 2.638  O76 0.965
85 C 6.809 -0.632 -0.118  C86 1.542, H89 1.096, H90 1.087, H91 1.086
86 C 5.536 -1.498 -0.196  C85 1.542, C87 1.530, O88 1.412, H92 1.093
87 C 4.719 -1.212 -1.457  C86 1.530, H93 1.092, H94 1.092, H95 1.091
88 O 5.895 -2.857 -0.063  C86 1.412, H96 0.962
89 H 7.482 -0.939 -0.925  C85 1.096
90 H 7.193 -0.791 0.887  C85 1.087
91 H 6.631 0.411 -0.363  C85 1.086
92 H 4.928 -1.242 0.676  C86 1.093
93 H 3.670 -1.499 -1.367  C87 1.092
94 H 5.138 -1.781 -2.290  C87 1.092
95 H 4.675 -0.140 -1.655  C87 1.091
96 H 6.557 -3.081 -0.725  O88 0.962
97 C 0.947 -1.003 -0.315  C98 1.522, H101 1.095, H102 1.089, H103 1.090
98 C 0.038 0.214 -0.424  C97 1.522, C99 1.526, O100 1.422, H104 1.104
99 C -0.509 0.638 0.936  C98 1.526, H105 1.091, H106 1.095, H107 1.089
100 O 0.698 1.293 -1.072  C98 1.422, H108 0.977
101 H 0.487 -1.722 0.371  C97 1.095
102 H 1.961 -0.876 0.062  C97 1.089
103 H 0.940 -1.486 -1.292  C97 1.090
104 H -0.879 -0.148 -0.922  C98 1.104
105 H -1.064 1.577 0.913  C99 1.091
106 H 0.332 0.784 1.621  C99 1.095
107 H -1.141 -0.162 1.320  C99 1.089
108 H 1.349 0.900 -1.685  O100 0.977

Results
Energy relative to the best compared isomer or geometry (same formula, charge and spin), eV: 0.000
Molecular weight, g mol⁻¹: 720.79

---

No. 2
Molecular formula: C18H62N10O13
Method: DFT, ωB97M-V/def2-TZVPD

Each atom is followed by the atoms it is bonded to, with distances in Å.
Cartesian coordinates (Å):
1 C 3.880 -0.480 1.622  C2 1.495, H4 1.090, H5 1.042, H6 1.053
2 C 3.994 0.534 2.715  C1 1.495, O3 1.451, H7 1.124, H8 1.140
3 O 3.218 -0.055 3.790  C2 1.451, H9 0.972
4 H 4.513 -0.119 0.812  C1 1.090
5 H 2.913 -0.571 1.246  C1 1.042
6 H 4.254 -1.421 1.911  C1 1.053
7 H 3.519 1.496 2.381  C2 1.124
8 H 5.080 0.831 2.893  C2 1.140
9 H 3.653 -0.808 4.224  O3 0.972
10 C -0.155 3.278 -2.728  C11 1.595, H13 1.060, H14 1.096, H15 1.075
11 C -1.640 3.044 -2.194  C10 1.595, O12 1.455, H16 1.104, H17 1.105
12 O -2.011 1.638 -2.157  C11 1.455, H18 0.970
13 H 0.635 2.705 -2.314  C10 1.060
14 H 0.053 4.341 -2.558  C10 1.096
15 H -0.074 3.061 -3.778  C10 1.075
16 H -2.311 3.631 -2.845  C11 1.104
17 H -1.751 3.521 -1.204  C11 1.105
18 H -2.839 1.550 -1.659  O12 0.970
19 C -0.052 -0.749 -5.457  C20 1.489, H22 1.118, H23 1.128, H24 1.086
20 C -0.382 0.214 -4.370  C19 1.489, O21 1.439, H25 1.111, H26 1.096
21 O -1.689 0.731 -4.678  C20 1.439, H27 0.967
22 H -0.849 -1.484 -5.729  C19 1.118
23 H 0.952 -1.263 -5.455  C19 1.128
24 H 0.049 -0.228 -6.405  C19 1.086
25 H 0.372 1.030 -4.357  C20 1.111
26 H -0.241 -0.209 -3.369  C20 1.096
27 H -1.887 1.278 -3.906  O21 0.967
28 C -2.962 -2.448 -3.949  C29 1.458, H31 1.082, H32 1.106, H33 1.123
29 C -3.266 -1.538 -2.851  C28 1.458, O30 1.425, H34 1.113, H35 1.107
30 O -4.540 -0.921 -3.011  C29 1.425, H36 0.973
31 H -1.981 -2.874 -3.782  C28 1.082
32 H -2.904 -1.974 -4.947  C28 1.106
33 H -3.745 -3.253 -3.955  C28 1.123
34 H -2.517 -0.720 -2.756  C29 1.113
35 H -3.339 -2.198 -1.965  C29 1.107
36 H -4.487 -0.230 -3.694  O30 0.973
37 C -3.618 2.407 0.745  C38 1.545, H40 1.074, H41 1.085, H42 1.046
38 C -4.539 2.665 -0.468  C37 1.545, O39 1.443, H43 1.105, H44 1.137
39 O -4.564 1.497 -1.315  C38 1.443, H45 0.930
40 H -2.669 1.987 0.469  C37 1.074
41 H -4.069 1.590 1.298  C37 1.085
42 H -3.422 3.211 1.384  C37 1.046
43 H -4.156 3.451 -1.143  C38 1.105
44 H -5.546 3.058 -0.116  C38 1.137
45 H -5.098 1.681 -2.054  O39 0.930
46 C 1.786 4.239 2.735  O47 1.403, N48 1.322, N49 1.315
47 O 2.043 5.139 3.780  C46 1.403
48 N 2.781 3.910 1.929  C46 1.322, H50 1.017, H51 0.938
49 N 0.684 3.539 2.576  C46 1.315, H52 1.029, H53 1.049
50 H 3.697 4.349 1.976  N48 1.017
51 H 2.704 3.266 1.251  N48 0.938
52 H -0.086 3.894 3.159  N49 1.029
53 H 0.350 2.972 1.759  N49 1.049
54 C 2.350 -3.246 0.645  O55 1.350, N56 1.313, N57 1.285
55 O 1.432 -2.550 1.348  C54 1.350
56 N 2.928 -2.776 -0.436  C54 1.313, H58 1.007, H59 0.991
57 N 2.869 -4.344 1.066  C54 1.285, H60 1.091, H61 0.994
58 H 2.610 -1.887 -0.786  N56 1.007
59 H 3.661 -3.183 -0.964  N56 0.991
60 H 2.577 -4.606 2.084  N57 1.091
61 H 3.782 -4.602 0.771  N57 0.994
62 C 0.079 0.914 0.378  O63 1.428, N64 1.258, N65 1.305
63 O -0.265 2.280 0.613  C62 1.428
64 N 0.388 0.114 1.298  C62 1.258, H66 1.057, H67 1.041
65 N -0.086 0.359 -0.791  C62 1.305, H68 1.033, H69 1.030
66 H 0.472 0.485 2.284  N64 1.057
67 H 0.802 -0.824 1.119  N64 1.041
68 H -0.633 0.926 -1.459  N65 1.033
69 H -0.055 -0.643 -1.028  N65 1.030
70 C 1.292 -2.720 4.822  O71 1.365, N72 1.270, N73 1.248
71 O 2.522 -3.017 4.311  C70 1.365
72 N 0.192 -2.859 4.202  C70 1.270, H74 1.013, H75 1.025
73 N 1.119 -2.259 5.969  C70 1.248, H76 1.072, H77 1.028
74 H 0.206 -2.883 3.189  N72 1.013
75 H -0.730 -2.620 4.580  N72 1.025
76 H 1.984 -1.895 6.488  N73 1.072
77 H 0.229 -2.194 6.479  N73 1.028
78 C -0.378 1.120 4.135  O79 1.405, N80 1.301, N81 1.285
79 O -1.464 1.998 3.978  C78 1.405
80 N -0.496 -0.043 4.707  C78 1.301, H82 1.048, H83 1.011
81 N 0.781 1.263 3.599  C78 1.285, H84 1.093, H85 1.052
82 H -1.441 -0.294 5.085  N80 1.048
83 H 0.248 -0.701 4.894  N80 1.011
84 H 0.911 2.227 3.100  N81 1.093
85 H 1.646 0.679 3.731  N81 1.052
86 C 2.890 -0.099 -2.646  O87 1.423, H88 1.077, H89 1.072, H90 1.094
87 O 2.605 0.065 -1.261  C86 1.423, H91 0.991
88 H 3.952 -0.277 -2.683  C86 1.077
89 H 2.749 0.775 -3.250  C86 1.072
90 H 2.340 -0.962 -3.032  C86 1.094
91 H 1.623 0.195 -1.250  O87 0.991
92 C 0.432 -3.046 -2.404  O93 1.415, H94 1.111, H95 1.087, H96 1.075
93 O 0.050 -2.300 -1.264  C92 1.415, H97 0.944
94 H 1.347 -3.658 -2.253  C92 1.111
95 H 0.576 -2.428 -3.286  C92 1.087
96 H -0.373 -3.735 -2.585  C92 1.075
97 H -0.086 -2.840 -0.502  O93 0.944
98 C -2.812 -1.099 0.343  O99 1.401, H100 1.080, H101 1.088, H102 1.045
99 O -2.257 -0.844 1.604  C98 1.401, H103 0.945
100 H -3.829 -1.414 0.527  C98 1.080
101 H -2.315 -2.005 0.001  C98 1.088
102 H -2.791 -0.351 -0.387  C98 1.045
103 H -1.417 -0.434 1.462  O99 0.945

Results
Energy relative to the best compared isomer or geometry (same formula, charge and spin), eV: 0.084
Molecular weight, g mol⁻¹: 626.75

---

No. 3
Molecular formula: C18H64O14
Method: DFT, ωB97M-V/def2-TZVPD

Each atom is followed by the atoms it is bonded to, with distances in Å.
Cartesian coordinates (Å):
1 O -0.797 2.969 2.139  H2 0.960, H3 0.971
2 H -0.835 2.616 3.032  O1 0.960
3 H -0.245 2.337 1.650  O1 0.971
4 O 2.112 -1.213 2.300  H5 0.964, H6 0.966
5 H 2.943 -0.927 1.906  O4 0.964
6 H 2.327 -1.265 3.240  O4 0.966
7 O -1.217 -3.256 -1.397  H8 0.965, H9 0.975
8 H -0.279 -3.034 -1.463  O7 0.965
9 H -1.381 -3.334 -0.440  O7 0.975
10 O -2.368 -1.344 -3.134  H11 0.970, H12 0.961
11 H -2.290 -1.888 -2.334  O10 0.970
12 H -2.681 -1.947 -3.814  O10 0.961
13 O -1.661 -3.267 1.382  H14 0.970, H15 0.962
14 H -1.384 -2.995 2.271  O13 0.970
15 H -2.406 -3.857 1.531  O13 0.962
16 O 2.171 1.145 -3.640  H17 0.962, H18 0.969
17 H 2.299 2.098 -3.659  O16 0.962
18 H 1.210 1.027 -3.655  O16 0.969
19 O -0.334 -2.442 3.409  H20 0.968, H21 0.961
20 H 0.294 -2.118 2.746  O19 0.968
21 H -0.231 -1.848 4.157  O19 0.961
22 O -4.299 -2.864 -0.872  H23 0.963, H24 0.960
23 H -3.932 -2.015 -0.602  O22 0.963
24 H -4.163 -3.439 -0.115  O22 0.960
25 C -2.369 1.945 -5.801  C26 1.504, H29 1.089, H30 1.089, H31 1.099
26 C -1.121 1.107 -5.758  C25 1.504, C27 1.512, O28 1.450, H32 1.095
27 C 0.079 1.735 -6.429  C26 1.512, H33 1.090, H34 1.096, H35 1.093
28 O -0.762 0.888 -4.370  C26 1.450, H36 0.967
29 H -2.157 2.999 -5.629  C25 1.089
30 H -3.132 1.581 -5.115  C25 1.089
31 H -2.834 1.869 -6.794  C25 1.099
32 H -1.241 0.109 -6.193  C26 1.095
33 H 0.844 1.011 -6.712  C27 1.090
34 H 0.615 2.420 -5.760  C27 1.096
35 H -0.163 2.358 -7.294  C27 1.093
36 H -1.266 0.117 -4.076  O28 0.967
37 C 2.173 2.148 3.858  C38 1.506, H41 1.093, H42 1.093, H43 1.093
38 C 3.339 1.580 4.623  C37 1.506, C39 1.516, O40 1.443, H44 1.097
39 C 3.003 1.341 6.082  C38 1.516, H45 1.091, H46 1.094, H47 1.087
40 O 3.747 0.313 4.067  C38 1.443, H48 0.962
41 H 1.356 1.422 3.834  C37 1.093
42 H 2.367 2.399 2.812  C37 1.093
43 H 1.828 3.069 4.334  C37 1.093
44 H 4.221 2.232 4.640  C38 1.097
45 H 3.861 0.886 6.579  C39 1.091
46 H 2.185 0.618 6.148  C39 1.094
47 H 2.765 2.271 6.592  C39 1.087
48 H 4.214 0.498 3.247  O40 0.962
49 C 2.817 6.102 -0.429  C50 1.525, H53 1.096, H54 1.089, H55 1.090
50 C 2.318 4.971 -1.323  C49 1.525, C51 1.516, O52 1.432, H56 1.091
51 C 0.867 4.617 -1.067  C50 1.516, H57 1.092, H58 1.090, H59 1.093
52 O 2.525 5.317 -2.697  C50 1.432, H60 0.963
53 H 2.165 6.972 -0.570  C49 1.096
54 H 3.812 6.415 -0.739  C49 1.089
55 H 2.765 5.811 0.619  C49 1.090
56 H 2.939 4.086 -1.175  C50 1.091
57 H 0.659 3.750 -1.697  C51 1.092
58 H 0.156 5.413 -1.286  C51 1.090
59 H 0.743 4.318 -0.023  C51 1.093
60 H 1.966 6.072 -2.909  O52 0.963
61 C -1.759 0.028 0.358  C62 1.517, H65 1.095, H66 1.093, H67 1.088
62 C -0.263 -0.170 0.201  C61 1.517, C63 1.518, O64 1.426, H68 1.097
63 C 0.150 0.070 -1.240  C62 1.518, H69 1.090, H70 1.090, H71 1.092
64 O 0.431 0.723 1.070  C62 1.426, H72 0.967
65 H -1.968 1.087 0.181  C61 1.095
66 H -2.136 -0.185 1.361  C61 1.093
67 H -2.322 -0.570 -0.356  C61 1.088
68 H -0.018 -1.214 0.427  C62 1.097
69 H 1.211 -0.172 -1.304  C63 1.090
70 H -0.025 1.071 -1.635  C63 1.090
71 H -0.436 -0.604 -1.868  C63 1.092
72 H 1.176 0.227 1.438  O64 0.967
73 C -4.954 -1.933 3.229  C74 1.517, H77 1.093, H78 1.092, H79 1.095
74 C -5.203 -3.170 4.071  C73 1.517, C75 1.499, O76 1.440, H80 1.098
75 C -4.601 -3.048 5.437  C74 1.499, H81 1.088, H82 1.093, H83 1.092
76 O -6.619 -3.351 4.262  C74 1.440, H84 0.962
77 H -5.280 -1.039 3.767  C73 1.093
78 H -5.467 -1.963 2.266  C73 1.092
79 H -3.883 -1.780 3.063  C73 1.095
80 H -4.850 -4.076 3.562  C74 1.098
81 H -4.675 -3.979 5.996  C75 1.088
82 H -5.139 -2.282 6.001  C75 1.093
83 H -3.569 -2.699 5.385  C75 1.092
84 H -7.066 -3.096 3.449  O76 0.962
85 C 2.015 -3.143 -1.642  C86 1.518, H89 1.091, H90 1.088, H91 1.093
86 C 3.444 -3.473 -2.033  C85 1.518, C87 1.519, O88 1.432, H92 1.101
87 C 3.812 -2.906 -3.394  C86 1.519, H93 1.088, H94 1.095, H95 1.095
88 O 4.309 -3.034 -0.979  C86 1.432, H96 0.962
89 H 1.880 -2.061 -1.596  C85 1.091
90 H 1.735 -3.562 -0.677  C85 1.088
91 H 1.434 -3.511 -2.492  C85 1.093
92 H 3.507 -4.570 -2.106  C86 1.101
93 H 3.364 -3.446 -4.225  C87 1.088
94 H 4.897 -2.920 -3.535  C87 1.095
95 H 3.530 -1.849 -3.451  C87 1.095
96 H 5.202 -3.301 -1.217  O88 0.962

Results
Energy relative to the best compared isomer or geometry (same formula, charge and spin), eV: 0.707
Molecular weight, g mol⁻¹: 504.70